Record 1
{"formula": "C16H23NO5", "method": "ωB97M-V/def2-TZVPD", "e_above_lowest_kcal_mol": 347.1, "elements": ["C", "C", "C", "H", "H", "C", "C", "O", "O", "C", "C", "O", "C", "C", "C", "C", "N", "H", "C", "H", "H", "H", "C", "O", "O", "C", "C", "H", "H", "H", "H", "H", "C", "H", "H", "H", "H", "H", "H", "H", "H", "H", "H", "H", "H"], "coordinates": [[5.9254, 0.1385, -0.0869], [5.8799, -1.2759, 0.3957], [4.6361, -1.3465, 1.2356], [4.5552, -0.7543, 2.0601], [4.5037, -2.6208, 1.5331], [3.1219, -1.3148, 0.5329], [2.7404, 0.1091, 0.5178], [2.9271, 1.0861, 1.0846], [2.2709, 0.5225, -0.9699], [1.9288, 1.7857, -1.1288], [0.4374, 2.3820, -0.5511], [0.1781, 3.4270, -0.3355], [-0.4678, 0.9498, -0.6458], [-1.7539, 1.2397, 0.0462], [-2.3438, -0.1469, -0.3509], [-1.4474, -0.9220, -0.7758], [-0.2555, -0.2849, -1.0235], [0.5271, -0.4688, -1.4417], [-1.3262, -2.1791, -1.4609], [-1.3299, -2.2642, -2.3612], [-0.6835, -2.8860, -1.0365], [-2.5104, -2.6261, -0.9873], [-3.6680, -0.5075, 0.2007], [-4.1272, -1.6941, 0.0990], [-4.4023, 0.4790, 0.5250], [-5.6380, -0.0426, 1.1369], [-6.6879, -0.0954, -0.0127], [-7.6668, 0.0150, 0.2940], [-6.7581, 1.0735, -0.2747], [-6.3933, -0.6284, -0.7444], [-5.9689, 0.7139, 1.9209], [-5.7440, -1.1287, 1.3692], [-2.3820, 2.3357, 0.7227], [-2.7633, 1.8683, 1.6734], [-1.7472, 3.0565, 0.7807], [-3.2543, 2.8205, 0.1905], [2.6258, 2.5473, -0.8522], [1.8789, 1.9720, -1.9407], [3.2144, -1.6353, -0.4930], [2.2332, -1.5604, 1.1224], [5.7836, -2.0683, -0.2585], [6.4606, -1.4208, 1.2536], [6.7328, 0.1977, -0.6504], [5.0382, 0.2122, -0.8637], [5.7198, 0.9400, 0.5513]]}

---

Record 2
{"formula": "C16H23NO6", "method": "ωB97M-V/def2-TZVPD", "smiles": "c1ccc(N(OCCOC[C@@H]2CO2)OCCOC[C@H]2CO2)cc1", "e_above_lowest_kcal_mol": 219.2, "elements": ["O", "O", "O", "O", "O", "O", "C", "C", "C", "C", "C", "C", "N", "C", "C", "C", "C", "C", "C", "C", "C", "C", "C", "H", "H", "H", "H", "H", "H", "H", "H", "H", "H", "H", "H", "H", "H", "H", "H", "H", "H", "H", "H", "H", "H", "H"], "coordinates": [[0.3567, -1.2468, 1.4103], [-0.7983, 0.9372, 1.0057], [1.8151, -2.1785, -1.6016], [-3.5050, -0.1460, 0.5913], [2.0510, 0.8009, -3.4574], [-5.8023, -0.9592, -2.1609], [4.0395, 2.3343, 1.7931], [3.9240, 1.0365, 2.2916], [2.9937, 2.9164, 1.0770], [2.7412, 0.3017, 2.1070], [1.8267, 2.1947, 0.8998], [1.6474, 0.9056, 1.3980], [0.4075, 0.1868, 1.2269], [0.1128, -2.1307, 0.2756], [-1.7432, 0.7614, 2.0678], [1.4234, -2.7092, -0.3236], [-3.2126, 0.8871, 1.5373], [2.1582, -0.7947, -1.5578], [-4.5561, 0.2520, -0.3337], [3.3853, 0.9364, -3.1133], [-5.5005, -2.0027, -1.2740], [2.6065, -0.3819, -2.9382], [-4.6069, -0.7441, -1.4720], [4.9025, 2.9111, 2.0393], [4.6590, 0.5411, 2.9256], [3.0523, 3.9348, 0.7335], [2.6305, -0.6968, 2.5060], [0.9581, 2.6587, 0.3735], [-0.4161, -1.6265, -0.5469], [-0.5005, -2.9757, 0.6241], [-1.6216, -0.2430, 2.4945], [-1.5025, 1.5222, 2.8296], [1.2236, -3.7929, -0.5227], [2.2614, -2.5568, 0.4057], [-3.9081, 0.7851, 2.3910], [-3.3274, 1.8550, 1.0361], [2.9342, -0.5764, -0.8129], [1.3345, -0.1961, -1.2617], [-4.3191, 1.2442, -0.7731], [-5.5127, 0.3943, 0.1446], [4.0055, 1.1043, -3.9858], [3.5347, 1.7187, -2.3361], [-5.1713, -2.9518, -1.7671], [-6.0553, -2.1629, -0.3143], [2.6975, -1.2566, -3.6195], [-3.6233, -0.7911, -2.0125]]}

---

Record 3
{"formula": "C16H23O3P", "method": "ωB97M-V/def2-TZVPD", "smiles": "CCO[P@](=O)(C#CC(C)(C)C)[C@@](C)(O)c1ccccc1", "e_above_lowest_kcal_mol": 0.0, "elements": ["C", "C", "H", "H", "O", "P", "O", "C", "C", "C", "C", "H", "H", "H", "C", "H", "H", "H", "C", "H", "H", "H", "H", "H", "H", "C", "C", "C", "C", "C", "C", "C", "H", "H", "H", "H", "H", "O", "H", "C", "H", "H", "H"], "coordinates": [[2.6590, -2.2328, -0.7513], [2.5496, -2.3018, 0.7618], [3.5124, -2.0897, 1.2367], [2.2035, -3.2968, 1.0650], [1.6521, -1.3235, 1.2648], [0.0623, -1.6237, 1.1364], [-0.2549, -3.0487, 1.2531], [-0.4311, -0.8897, -0.4018], [-0.7528, -0.4861, -1.4892], [-1.1246, 0.0573, -2.7868], [-1.2793, 1.5775, -2.6556], [-0.3559, 2.0232, -2.2920], [-2.0773, 1.8215, -1.9576], [-1.5210, 2.0105, -3.6239], [-2.4469, -0.5775, -3.2322], [-2.3453, -1.6580, -3.3041], [-3.2374, -0.3550, -2.5188], [-2.7362, -0.1878, -4.2058], [-0.0116, -0.2764, -3.7877], [-0.2615, 0.1240, -4.7678], [0.1139, -1.3536, -3.8730], [0.9331, 0.1555, -3.4644], [3.4030, -2.9426, -1.1027], [2.9424, -1.2299, -1.0621], [1.6938, -2.4753, -1.1922], [-0.5262, -0.5175, 2.5233], [-0.0253, 0.8818, 2.2719], [1.0408, 1.4004, 2.9965], [1.5292, 2.6665, 2.7262], [0.9607, 3.4346, 1.7262], [-0.1094, 2.9306, 1.0070], [-0.6006, 1.6670, 1.2785], [-1.4370, 1.2930, 0.7100], [-0.5680, 3.5263, 0.2310], [1.3445, 4.4211, 1.5122], [2.3583, 3.0526, 3.3011], [1.4867, 0.8218, 3.7918], [-0.0096, -1.1002, 3.6927], [0.9331, -1.2625, 3.5604], [-2.0435, -0.6279, 2.5898], [-2.4914, -0.4186, 1.6214], [-2.4393, 0.0582, 3.3355], [-2.2923, -1.6478, 2.8757]]}

---

Record 4
{"formula": "C16H24AlBrCa2F10N4O14PS3", "method": "ωB97M-V/def2-TZVPD", "charge": 1, "elements": ["C", "C", "C", "C", "N", "C", "N", "C", "C", "P", "O", "C", "C", "O", "O", "C", "C", "C", "H", "H", "H", "H", "H", "H", "H", "H", "H", "H", "H", "H", "H", "H", "H", "H", "H", "H", "H", "H", "C", "C", "O", "S", "O", "O", "O", "H", "H", "H", "H", "F", "Al", "F", "F", "F", "N", "O", "O", "O", "Ca", "C", "F", "F", "F", "S", "O", "O", "N", "S", "O", "O", "C", "F", "F", "F", "Ca", "Br"], "coordinates": [[4.2654, -1.2740, 0.9316], [3.5204, -0.1015, 0.1323], [4.4425, 0.6570, -0.9514], [3.6102, 1.5369, -1.9906], [3.1740, 2.8805, -1.4814], [1.9660, 2.6995, -0.6596], [0.8120, 2.1330, -1.3059], [-0.4673, 1.8502, -0.6146], [-0.6411, 2.1709, 0.8858], [-2.2850, 1.7743, 1.6880], [-3.2779, 2.9713, 1.5267], [0.6057, 2.7961, 1.6250], [0.5054, 3.1213, 3.2035], [0.4815, 4.2711, 3.6709], [0.4911, 1.9487, 4.0506], [1.9538, 3.0960, 0.8599], [3.1687, 3.7580, 1.6521], [4.5988, 3.0836, 1.3961], [5.0530, -1.8114, 0.2964], [3.4317, -2.0005, 1.2857], [4.7191, -0.7937, 1.8762], [3.1476, 0.6469, 0.9309], [2.5660, -0.4403, -0.4250], [5.3204, 1.2274, -0.4712], [4.9477, -0.1830, -1.5710], [4.3236, 1.7547, -2.8747], [2.7688, 0.8927, -2.4190], [2.9311, 3.4075, -2.3473], [0.8762, 1.8783, -2.3087], [-1.3811, 1.3823, -1.2091], [-2.8978, 0.6237, 1.0612], [-2.0795, 1.4202, 3.0656], [-0.3334, 1.9348, 4.5846], [3.2511, 4.8448, 1.2624], [3.0180, 3.8464, 2.7778], [5.3640, 3.6682, 2.0346], [4.6635, 1.9953, 1.7424], [4.9461, 3.2206, 0.3114], [-7.7000, 1.9556, 2.4755], [-6.3509, 1.6236, 1.8670], [-5.8811, 0.4857, 2.6025], [-7.1428, -0.4057, 3.0513], [-7.2943, -1.4853, 2.0889], [-7.0659, -0.6358, 4.4566], [-8.3005, 0.6815, 2.7620], [-7.5889, 2.5004, 3.4162], [-8.3284, 2.5318, 1.7964], [-5.6423, 2.4515, 1.9419], [-6.4528, 1.3282, 0.8189], [-3.5901, -2.3633, -2.9767], [-2.5485, -1.5310, -1.8127], [-2.6206, -2.3707, -0.2461], [-3.1098, 0.1480, -1.6062], [-0.8741, -1.5292, -2.4035], [4.0780, 6.6632, 3.2120], [3.1901, 6.8511, 2.3610], [4.8678, 5.7097, 3.0841], [4.1752, 7.4233, 4.1841], [-8.4421, -2.9987, 1.6602], [-0.4724, -7.0746, -5.8249], [-0.4150, -6.8838, -7.1527], [-1.7652, -7.3235, -5.5245], [0.1975, -8.2195, -5.5683], [0.1929, -5.6617, -4.8801], [-0.6504, -4.5446, -5.2472], [1.5751, -5.5520, -5.3050], [-0.0464, -6.2736, -3.4238], [0.4308, -5.3211, -2.2724], [-0.3440, -4.1059, -2.0674], [1.8854, -5.1498, -2.1261], [-0.0369, -6.4001, -0.8806], [0.5949, -7.5873, -0.9206], [-1.3486, -6.6785, -0.8719], [0.2558, -5.8409, 0.3282], [2.0585, -3.6541, -0.4124], [-1.0503, 2.3488, -2.8058]]}

---

no.,energy (eV),HOMO (eV)
1,-28679.082,-7.777
2,-30731.252,-7.886
3,-32396.849,-9.061
4,-234075.279,-8.090